No. 1
{"formula": "C3H3Br2F", "method": "ωB97M-V/def2-TZVPD", "homo_lumo_gap_ev": [8.239, 8.239], "homo_ha": [-0.3424, -0.3424], "mol_weight_g_mol": 217.86, "multiplicity": 1, "charge": 0, "largest_force_ev_per_a": 12.10, "lumo_energy_ev": [-1.1, -1.1], "symbols": ["C", "C", "Br", "C", "F", "Br", "H", "H", "H"], "coordinates": [[0.991, 0.033, -1.156], [0.116, 0.525, 0.094], [0.059, 2.465, 0.473], [-0.589, -0.301, 0.886], [0.166, -1.187, 1.559], [-1.958, -1.370, -0.248], [1.614, 0.748, -1.663], [0.983, -1.022, -1.505], [-1.381, 0.108, 1.559]]}


No. 2
{"formula": "C18H22N4ReS", "method": "ωB97M-V/def2-TZVPD", "homo_lumo_gap_ev": [6.636, 5.769], "homo_ha": [-0.5273, -0.5263], "mol_weight_g_mol": 512.68, "multiplicity": 4, "charge": 2, "largest_force_ev_per_a": 1.34, "s_squared": 3.978, "lumo_energy_ev": [-7.7, -8.6], "symbols": ["Re", "N", "N", "C", "N", "S", "H", "H", "H", "H", "H", "C", "C", "C", "C", "C", "C", "C", "C", "H", "H", "H", "H", "H", "C", "N", "C", "C", "C", "C", "C", "C", "C", "C", "H", "H", "H", "H", "H", "H", "H", "H", "H", "H", "H", "H"], "coordinates": [[-0.428, -0.953, 0.293], [1.151, 0.955, 0.283], [0.748, 2.311, 0.281], [-1.674, 2.039, 0.082], [-2.874, 2.693, -0.005], [-2.818, -0.504, 0.441], [1.725, 0.819, 1.105], [1.754, 0.810, -0.520], [1.479, 2.986, 0.382], [-2.903, 3.691, -0.014], [-3.732, 2.183, -0.040], [-1.642, 0.645, 0.164], [-0.505, 2.799, 0.144], [-0.567, 4.281, 0.133], [-0.677, 4.984, 1.331], [-0.717, 6.366, 1.311], [-0.642, 7.051, 0.108], [-0.532, 6.353, -1.084], [-0.496, 4.968, -1.078], [-0.727, 4.443, 2.262], [-0.801, 6.914, 2.233], [-0.661, 8.135, 0.091], [-0.463, 6.890, -2.012], [-0.406, 4.416, -1.996], [3.214, -4.184, -0.448], [2.429, -2.984, -0.264], [1.988, -2.393, -1.500], [1.513, -2.990, 0.840], [0.192, -3.696, 0.548], [0.124, -5.079, 0.649], [-1.045, -5.739, 0.304], [-2.136, -5.023, -0.168], [-2.080, -3.641, -0.250], [-0.924, -2.959, 0.121], [4.080, -3.952, -1.064], [2.648, -4.987, -0.936], [3.570, -4.550, 0.516], [2.862, -2.078, -2.066], [1.370, -1.498, -1.308], [1.384, -3.073, -2.108], [1.346, -1.906, 1.166], [1.994, -3.445, 1.699], [0.971, -5.642, 1.023], [-1.106, -6.814, 0.398], [-3.044, -5.548, -0.451], [-2.944, -3.095, -0.597]]}


No. 3
{"formula": "C4H8O2", "method": "ωB97M-V/def2-TZVPD", "homo_lumo_gap_ev": 10.770, "homo_ha": -0.3644, "mol_weight_g_mol": 88.11, "multiplicity": 1, "charge": 0, "largest_force_ev_per_a": 0.91, "lumo_energy_ev": 0.9, "symbols": ["O", "C", "C", "C", "C", "O", "H", "H", "H", "H", "H", "H", "H", "H"], "coordinates": [[2.277, -0.845, -0.468], [1.002, -0.333, -0.768], [0.319, 0.320, 0.417], [-0.787, 1.330, 0.271], [-1.141, -0.068, 0.646], [-1.764, -0.876, -0.299], [2.227, -1.273, 0.396], [0.348, -1.169, -1.148], [1.113, 0.323, -1.635], [0.934, 0.393, 1.315], [-1.051, 1.629, -0.739], [-0.868, 2.112, 1.020], [-1.419, -0.298, 1.672], [-1.058, -1.321, -0.811]]}